# 1
20
Properties=species:S:1:pos:R:3:forces:R:3 method="wB97M-V/def2-TZVPD" charge=0 gap_ha=0.362 mol_weight_g_mol=172.14 smiles="O=c1cc[nH]c(=O)[nH]1.CC(=O)O" e_tot_ev=-17521.926
C -1.954044 0.103806 -2.593834 -2.89 0.93 -1.01
C -0.623727 0.762849 -2.686091 -2.54 0.58 -1.03
C 0.357850 0.556553 -1.823271 -0.04 -0.66 -0.24
C -1.042982 -1.272658 -0.813054 1.23 -1.59 1.61
C 1.188999 0.590744 3.090031 -0.79 1.93 0.23
C 1.205435 0.158634 1.687659 1.29 -1.63 -2.26
H -3.035029 -1.294151 -1.350563 2.64 0.58 -1.41
H -0.773978 1.576028 -3.372541 0.96 0.24 -0.31
H 1.329941 1.095743 -1.948006 -0.93 -0.76 0.88
H 0.771130 -0.774805 -0.166709 -0.83 0.74 -1.66
H 2.068086 0.090058 4.669900 -0.07 0.65 1.49
H 0.486089 0.680894 1.082316 -0.57 -0.04 0.30
H 2.185151 0.459506 1.212962 -0.63 -0.12 0.79
H 1.211298 -1.008295 1.492854 -0.40 2.28 1.01
N -2.037827 -0.999392 -1.710572 -2.56 0.36 0.84
N 0.093500 -0.436546 -0.892227 1.21 -1.63 1.32
O -2.988988 0.517790 -3.211575 3.65 -1.56 2.06
O -1.067413 -2.209991 0.022038 -0.12 2.55 -1.98
O 0.612609 1.564076 3.543857 0.40 -1.16 -0.49
O 2.013903 -0.160844 3.766825 1.01 -1.68 -0.13

# 2
18
Properties=species:S:1:pos:R:3:forces:R:3 method="wB97M-V/def2-TZVPD" charge=0 gap_ha=0.338 mol_weight_g_mol=170.09 smiles="C1=CP(#P2N=CCN2)C=C1" e_tot_ev=-27907.188
C -2.844550 -0.934225 -0.583034 -0.79 0.67 0.91
C -2.856755 0.509733 -0.278553 -1.21 -0.16 -1.98
C -1.821236 -1.569033 0.012129 -0.71 1.65 0.39
C -1.834902 0.952321 0.474281 -0.03 -2.82 -0.62
C 2.414766 -1.162860 0.302167 -1.36 1.17 0.71
C 2.461929 0.337531 0.474988 -2.47 1.17 -0.29
N 1.487948 -1.724200 -0.323886 -1.03 0.61 -0.96
N 1.452451 0.824805 -0.508352 1.53 1.25 1.13
P -0.829423 -0.450042 0.973610 0.36 0.01 0.51
P 0.336529 -0.300238 -0.895714 0.05 -2.42 0.14
H -3.629719 -1.513968 -1.089554 0.28 0.72 0.01
H -3.571288 1.147892 -0.838679 0.52 -0.23 0.61
H -1.825720 -2.590316 0.067207 0.56 -2.48 -0.01
H -1.365399 1.864468 0.462574 0.26 2.46 0.39
H 3.279771 -1.603177 0.675216 1.31 -1.63 0.75
H 2.265193 0.951948 1.413343 0.64 -1.68 -0.57
H 3.401859 0.510257 0.063734 1.94 1.23 -0.31
H 1.912454 1.216296 -1.295742 0.14 0.50 -0.79